Entry 1:
# C2H4O3P

A cluster of 2 separate species, C2H4O3P in total (wB97M-V/def2-TZVPD, OMol25).

The charge is -1. The value obtained for the total energy is -645.76758 Ha. For the LUMO energy, the calculation gives 3.524 eV. The calculation puts the highest occupied orbital energy at -4.269 eV.

Last column: Löwdin charge in e.
Cartesian coordinates (Å):
C (0.51799, 3.91609, -0.02972)  -0.040
C (0.80649, -0.79533, -0.35081)  -0.221
O (-1.58330, -2.43453, -0.20122)  -0.482
O (0.90114, 3.58419, 0.95333)  0.036
O (-1.23033, -0.57727, 1.52550)  -0.523
P (-1.01477, -1.08543, 0.09490)  0.244
H (-1.63537, -0.20370, -0.70800)  -0.034
H (1.17522, 0.00099, 0.18124)  -0.037
H (1.28787, -1.83968, -0.08059)  0.069
H (0.77507, -0.56533, -1.38461)  -0.014

Entry 2:
# C2H4O3P

The ion C2H4O3P with charge -1 (wB97M-V/def2-TZVPD, OMol25).

The charge is -1. The value obtained for the total energy is -645.70451 Ha. For the LUMO energy, the calculation gives 4.016 eV. The calculation puts the highest occupied orbital energy at -4.117 eV. As for the structure (SMILES): CC(=O)[P@@H](=O)[O-].

Last column: Löwdin charge in e.
Cartesian coordinates (Å):
C (0.88155, 0.30676, 0.10181)  -0.077
C (-0.03114, -0.78583, -0.35076)  -0.548
O (0.21738, -1.81450, -1.01022)  -0.054
P (-1.84276, -0.41968, -0.13804)  0.574
O (-2.38499, -0.23304, 1.23276)  -0.470
O (-2.07611, 1.06044, -1.26438)  -0.658
H (0.52772, 1.11144, -0.44010)  0.029
H (2.02112, 0.24158, 0.04672)  0.098
H (0.40008, 0.31161, 1.15522)  0.106
H (-2.38551, -1.56575, -0.73824)  0.000

no.,frontier orbital gap (Eh)
1,0.28638
2,0.29887